1.
Below is C22H20Co2NO7 as an isolated structure, with properties calculated with ωB97M-V with the def2-TZVPD basis set.

Summary:
M   528.27 g/mol
E_HOMO   -2.91 eV

```
! wB97M-V def2-TZVPD RIJCOSX def2/J DEFGRID3
* xyz -1 1
C -4.284 0.325 2.093
C -3.250 -0.009 1.081
C -2.056 -0.689 1.383
N -0.801 -0.190 1.486
C 0.261 -1.202 1.613
C 1.667 -0.645 1.821
O 1.828 0.648 1.242
C 0.897 1.596 1.772
C -0.539 1.248 1.345
H -3.810 0.517 3.066
H -4.783 1.252 1.780
H -5.049 -0.457 2.268
H -3.220 0.697 0.233
H -2.083 -1.763 1.592
H 0.004 -1.863 2.451
H 0.265 -1.805 0.688
H 1.882 -0.611 2.906
H 2.404 -1.273 1.298
H 0.949 1.612 2.881
H 1.218 2.565 1.354
H -0.678 1.549 0.284
H -1.252 1.844 1.948
O -2.921 -4.131 -2.365
C -3.279 -3.097 -1.979
Co -3.670 -1.610 -1.206
C -3.914 -2.687 0.192
O -3.762 -3.397 1.096
C -2.055 -0.961 -1.621
O -0.941 -0.730 -1.851
C -4.956 -0.990 -2.521
C -4.832 -1.305 -3.929
C -3.869 -0.629 -4.715
C -3.610 -1.062 -6.018
C -4.314 -2.164 -6.522
C -5.352 -2.749 -5.787
C -5.621 -2.323 -4.491
C -5.731 -1.264 -1.380
C -6.354 -2.172 -0.576
Co -5.638 0.500 -1.681
C -4.145 1.455 -1.854
O -3.157 2.059 -1.980
C -6.689 0.821 -0.324
O -7.338 1.059 0.609
C -6.532 1.567 -2.751
O -7.111 2.327 -3.407
H -3.346 0.236 -4.284
H -2.876 -0.508 -6.622
H -4.046 -2.563 -7.498
H -5.981 -3.527 -6.217
H -6.434 -2.740 -3.899
H -7.296 -1.861 -0.111
H -6.186 -3.238 -0.792
*
```

2.
Below is one molecule with the formula C22H20F2N4O3S, with properties calculated with ωB97M-V with the def2-TZVPD basis set.

Summary:
M   458.49 g/mol
E_HOMO   -8.20 eV

```
! wB97M-V def2-TZVPD RIJCOSX def2/J DEFGRID3
* xyz 0 1
C 9.195 2.690 0.473
C 9.191 1.371 0.465
C 9.146 0.533 -0.781
O 8.462 -0.693 -0.608
C 7.119 -0.687 -0.423
C 6.526 -1.946 -0.280
C 5.168 -2.061 -0.095
C 4.357 -0.923 -0.049
C 2.932 -1.061 0.148
N 2.204 -0.019 0.183
N 0.860 -0.019 0.370
C 0.284 1.238 0.363
O 0.892 2.258 0.187
C -1.218 1.180 0.575
C -1.940 1.790 -0.632
C -3.432 1.910 -0.345
O -3.932 2.920 0.089
N -4.110 0.757 -0.607
C -5.458 0.482 -0.386
C -6.384 1.417 0.067
C -7.707 1.063 0.257
C -8.111 -0.233 -0.006
F -9.399 -0.578 0.178
C -7.223 -1.194 -0.459
C -5.911 -0.816 -0.641
F -5.020 -1.733 -1.086
S -1.657 -0.558 0.846
C 0.038 -1.112 0.570
N 0.429 -2.299 0.562
C -0.447 -3.404 0.775
C 4.956 0.330 -0.191
C 6.317 0.453 -0.374
H 9.255 3.252 1.389
H 9.145 3.265 -0.438
H 9.239 0.804 1.384
H 8.727 1.099 -1.623
H 10.166 0.227 -1.045
H 7.161 -2.817 -0.319
H 4.723 -3.039 0.015
H 2.542 -2.071 0.262
H -1.478 1.746 1.474
H -1.536 2.792 -0.789
H -1.758 1.184 -1.523
H -3.570 -0.044 -0.914
H -6.054 2.422 0.270
H -8.426 1.785 0.608
H -7.542 -2.203 -0.664
H -0.365 -4.073 -0.082
H -0.113 -3.941 1.663
H -1.491 -3.095 0.905
H 4.327 1.205 -0.153
H 6.751 1.435 -0.468
*
```

3.
Below is a 5-piece molecular cluster, C22H20F32IN4O4S overall, with properties calculated with ωB97M-V with the def2-TZVPD basis set.

Summary:
M   1171.33 g/mol
E_HOMO   -12.36 eV

```
! wB97M-V def2-TZVPD RIJCOSX def2/J DEFGRID3
* xyz 1 1
S -1.054 3.098 4.334
N -2.069 1.720 4.203
C -3.358 1.771 4.527
N -4.007 2.864 4.962
C -5.261 2.485 5.103
N -5.447 1.203 4.781
I -7.136 0.077 4.795
N -4.212 0.729 4.425
H -0.096 2.508 5.064
H -1.676 0.856 3.864
H -6.075 3.114 5.433
H -4.060 -0.215 4.098
C -2.577 -0.895 -1.060
C -3.729 -1.892 -1.241
C -5.114 -1.471 -0.737
F -5.093 -1.279 0.607
F -5.995 -2.453 -1.000
F -3.398 -3.087 -0.711
F -3.881 -2.048 -2.584
O -1.709 -1.133 0.042
C -1.928 -0.625 1.267
C -2.028 -1.731 2.326
F -3.060 -2.546 2.099
F -2.276 -1.097 3.533
F -3.007 0.185 1.339
F -0.859 0.128 1.637
H -1.939 -1.031 -1.928
H -2.926 0.137 -1.086
H -5.443 -0.552 -1.227
H -1.100 -2.297 2.402
C 2.212 2.428 -4.279
C 0.936 3.272 -4.144
C 0.539 3.743 -2.741
F 0.260 2.693 -1.939
F -0.576 4.501 -2.836
F -0.107 2.645 -4.725
F 1.176 4.422 -4.838
O 2.037 1.030 -4.385
C 2.036 0.213 -3.294
C 0.723 -0.571 -3.200
F -0.319 0.286 -3.066
F 0.751 -1.356 -2.096
F 2.286 0.878 -2.151
F 3.019 -0.697 -3.450
H 2.635 2.720 -5.238
H 2.940 2.691 -3.511
H 1.337 4.340 -2.293
H 0.574 -1.186 -4.084
C 2.222 2.505 9.027
C 2.436 2.279 7.523
C 1.829 1.017 6.906
F 2.387 -0.091 7.416
F 2.055 1.027 5.567
F 3.740 2.354 7.211
F 1.795 3.314 6.890
O 3.290 2.153 9.875
C 3.383 0.913 10.449
C 4.697 0.217 10.069
F 4.761 0.055 8.732
F 4.722 -0.999 10.650
F 2.319 0.143 10.158
F 3.405 1.083 11.786
H 2.138 3.586 9.130
H 1.277 2.074 9.360
H 0.747 0.984 7.069
H 5.548 0.809 10.408
C 2.120 -2.309 -9.708
C 1.139 -3.379 -10.207
C -0.352 -3.150 -9.940
F -0.600 -3.127 -8.613
F -1.052 -4.168 -10.482
F 1.504 -4.594 -9.755
F 1.253 -3.380 -11.566
O 2.790 -2.585 -8.491
C 2.303 -2.188 -7.285
C 2.085 -3.384 -6.349
F 1.186 -4.235 -6.865
F 1.593 -2.913 -5.171
F 1.184 -1.449 -7.391
F 3.238 -1.408 -6.692
H 2.914 -2.294 -10.453
H 1.660 -1.321 -9.704
H -0.685 -2.210 -10.387
H 3.026 -3.904 -6.167
*
```